No. 1
{"formula": "C4H10N2O", "method": "ωB97M-V/def2-TZVPD", "s_squared": 0.754, "lumo_ev": [3.805, 3.784], "multiplicity": 2, "total_charge": -1, "homo_lumo_gap_ev": [3.626, 6.819], "symbols": ["N", "C", "C", "C", "O", "C", "N", "H", "H", "H", "H", "H", "H", "H", "H", "H", "H"], "xyz": [[-0.80566, 0.95260, 1.12909], [-0.09899, -0.02570, 0.31215], [1.18405, 0.48289, -0.38362], [2.24301, 0.92375, 0.61401], [3.48771, 0.68317, 0.36967], [-1.13375, -0.59355, -0.70208], [-1.83846, -1.75638, -0.09829], [-1.14891, 1.66566, 0.48558], [-0.25767, 1.56374, 1.72377], [0.25914, -0.89899, 0.86193], [1.60184, -0.36277, -0.95276], [0.84773, 1.22539, -1.13952], [1.80035, 1.67414, 1.27001], [-0.60430, -0.89520, -1.61381], [-1.92767, 0.09059, -1.01609], [-1.24053, -2.57272, 0.02159], [-2.36790, -2.15662, -0.88163]], "forces_ev_per_a": [[-0.7064, 0.9139, 0.0821], [0.2498, -0.0580, -1.2606], [-0.2908, -0.5455, 0.2613], [-0.7572, -0.8899, -1.0877], [-0.0188, 0.5632, 0.3651], [0.6375, -0.7581, 0.5484], [-0.6751, -0.7943, -1.1964], [-0.3200, -0.3159, -0.2331], [0.7973, -0.8214, 0.2510], [-0.3501, 0.2001, 0.6344], [-0.0330, 0.1583, 0.0295], [0.1773, 0.3168, -0.0875], [0.7315, 0.6537, 0.5934], [0.1268, 0.1028, 0.0065], [0.2396, 0.2924, 0.2744], [0.7615, 0.5755, 0.5064], [-0.5701, 0.4062, 0.3129]], "lowdin_charge": [0.023, -0.446, -0.246, -0.468, -0.264, -0.265, -0.037, 0.056, 0.042, 0.114, 0.095, 0.086, 0.027, 0.093, 0.097, 0.049, 0.044]}

No. 2
{"formula": "C4H12", "method": "ωB97M-V/def2-TZVPD", "s_squared": 0.750, "lumo_ev": [4.288, 4.352], "multiplicity": 2, "total_charge": -1, "homo_lumo_gap_ev": [2.759, 11.454], "symbols": ["C", "C", "H", "H", "H", "H", "H", "H", "C", "C", "H", "H", "H", "H", "H", "H"], "xyz": [[-0.95044, 0.59797, 1.73944], [-1.50607, 2.01904, 1.44747], [-1.45780, -0.34355, 1.95059], [-0.20042, 0.35121, 0.98606], [-0.42812, 0.71162, 2.70776], [-1.27346, 2.26424, 0.41222], [-1.05292, 2.75812, 2.10087], [-2.59441, 1.99430, 1.52732], [1.56687, -1.67507, -1.02175], [0.78339, -0.85876, -2.02553], [0.90256, -1.98777, -0.21109], [1.93695, -2.53893, -1.58748], [2.45911, -1.22908, -0.58672], [1.36364, -0.02427, -2.44336], [0.73491, -1.39195, -3.00254], [-0.28379, -0.64713, -1.99327]], "forces_ev_per_a": [[1.7778, 0.4965, 1.1657], [-0.8164, -1.5214, -0.5601], [-1.2161, 0.5109, -0.6005], [0.0601, -0.0364, 0.1213], [0.3742, -0.1595, -0.3577], [-0.0477, 0.1887, -0.0314], [-0.1258, 0.0434, 0.0990], [-0.0229, 0.4893, 0.1659], [-0.4718, -0.7042, 0.0371], [0.5282, 0.1678, -2.9299], [0.2883, -0.2466, 0.0256], [-0.0555, -0.2164, 0.5016], [-0.1922, 0.5090, 0.0093], [-0.4125, 0.4963, 0.7731], [0.1791, -0.4852, 0.3696], [0.1533, 0.4677, 1.2114]], "lowdin_charge": [-0.280, -0.274, 0.030, 0.030, 0.038, 0.024, 0.041, 0.040, -0.325, -0.457, 0.037, 0.031, 0.032, 0.017, 0.008, 0.009]}

No. 3
{"formula": "C19H23N3O3S", "method": "ωB97M-V/def2-TZVPD", "lumo_ev": 0.682, "total_charge": 0, "homo_lumo_gap_ev": 8.732, "smiles": "CSc1ccccc1OCc1cc(C(=O)N2CCN3CCC[C@H]3C2)no1", "symbols": ["C", "S", "C", "C", "C", "C", "C", "C", "O", "C", "C", "C", "C", "C", "O", "N", "C", "C", "N", "C", "C", "C", "C", "C", "N", "O", "H", "H", "H", "H", "H", "H", "H", "H", "H", "H", "H", "H", "H", "H", "H", "H", "H", "H", "H", "H", "H", "H", "H"], "xyz": [[-1.59831, -3.22718, 6.43139], [-2.15729, -1.70901, 5.59742], [-3.26893, -2.46513, 4.40696], [-4.46746, -2.94657, 4.92305], [-5.37072, -3.62575, 4.13383], [-5.07782, -3.82743, 2.79331], [-3.90912, -3.32799, 2.26407], [-2.98671, -2.62784, 3.05052], [-1.88416, -2.22081, 2.36444], [-1.07450, -1.16449, 2.82770], [-0.40286, -0.56175, 1.64045], [-0.72274, -0.54176, 0.31563], [0.33126, 0.20416, -0.27897], [0.36089, 0.51213, -1.73301], [-0.66493, 0.35843, -2.38218], [1.51785, 0.90184, -2.30509], [2.75649, 1.24949, -1.65166], [2.96620, 2.77040, -1.77890], [2.89486, 3.24726, -3.13675], [4.04829, 3.05602, -3.99050], [3.52833, 3.52099, -5.35037], [2.03721, 3.14134, -5.33434], [1.73464, 2.77640, -3.87248], [1.51870, 1.25726, -3.70877], [1.18223, 0.58923, 0.64251], [0.74049, 0.11704, 1.83079], [-1.08130, -3.86078, 5.71628], [-0.91832, -2.91193, 7.21588], [-2.44992, -3.74905, 6.85721], [-4.67503, -2.78168, 5.97017], [-6.29122, -3.99487, 4.55840], [-5.76744, -4.36295, 2.15902], [-3.66471, -3.46128, 1.22205], [-0.30922, -1.51830, 3.53085], [-1.67673, -0.39923, 3.33700], [-1.55950, -0.97859, -0.18331], [2.72233, 0.96486, -0.60248], [3.57133, 0.71564, -2.15505], [3.93264, 3.05163, -1.35747], [2.17776, 3.27220, -1.20839], [4.38658, 2.00802, -4.04222], [4.87908, 3.66437, -3.62766], [4.06567, 3.05737, -6.17536], [3.63844, 4.60123, -5.43083], [1.41969, 3.97301, -5.66634], [1.83466, 2.29219, -5.98632], [0.84782, 3.29055, -3.48603], [0.56009, 0.96197, -4.13719], [2.32545, 0.70934, -4.20728]], "forces_ev_per_a": [[-0.1381, 0.2947, -0.2799], [-0.1309, -0.3120, 0.0875], [0.6255, 0.4689, 0.3506], [-0.2729, -0.1370, -0.1777], [-0.0593, -0.0264, 0.1469], [0.0712, 0.0468, -0.0283], [0.1920, 0.1104, -0.0503], [-0.4296, -0.2414, -0.0199], [0.0599, -0.0858, -0.0422], [0.3898, 0.3650, 0.2547], [-0.4296, -0.1682, -1.0685], [0.2566, 0.0351, 0.6221], [-0.3538, -0.3024, 1.0914], [0.2143, 0.0894, -0.5028], [-0.1659, -0.0798, 0.2900], [-0.0258, -0.0218, -0.1652], [0.3931, 0.3784, 0.3338], [0.0222, -0.3043, 0.1546], [0.0209, 0.2753, -0.1116], [0.1397, 0.0482, -0.0591], [0.1049, -0.0546, 0.0457], [-0.0486, 0.0370, 0.1035], [-0.2719, -0.2621, -0.0745], [-0.2781, 0.2823, -0.3087], [0.3892, 0.4615, -0.6949], [-0.3879, -0.3033, 0.4900], [0.0571, -0.0936, 0.0539], [0.0746, -0.0409, 0.1039], [0.0176, -0.0695, 0.0737], [-0.0036, 0.0316, 0.0793], [-0.0888, -0.0378, 0.0357], [-0.0509, -0.0413, -0.0769], [0.0033, -0.0218, -0.1412], [-0.2150, 0.1175, -0.1029], [0.1293, -0.1502, -0.0925], [-0.1985, -0.1062, -0.0700], [0.1985, 0.0292, -0.2517], [-0.0452, -0.0175, 0.0624], [-0.0181, 0.0214, 0.0675], [0.0551, -0.0447, 0.1070], [0.0290, 0.0173, -0.0066], [0.0536, -0.0804, -0.0114], [0.0390, 0.0410, -0.0405], [0.0411, 0.0065, -0.0156], [-0.0436, -0.0320, -0.0483], [-0.0615, -0.0195, -0.0495], [-0.0253, -0.0922, -0.0262], [0.1776, 0.0077, -0.0343], [-0.0120, -0.0185, -0.0027]], "lowdin_charge": [-0.366, 0.883, -0.450, -0.119, -0.089, -0.077, -0.002, -0.265, -0.030, -0.154, -0.208, 0.080, -0.162, -0.391, 0.061, -0.035, -0.126, -0.145, -0.142, -0.194, -0.154, -0.122, -0.278, -0.090, 0.100, 0.039, 0.041, 0.029, 0.031, 0.103, 0.102, 0.106, 0.120, 0.121, 0.121, 0.124, 0.092, 0.124, 0.123, 0.127, 0.113, 0.119, 0.104, 0.106, 0.108, 0.108, 0.153, 0.127, 0.134]}

No. 4
{"formula": "C4H9NO", "method": "ωB97M-V/def2-TZVPD", "lumo_ev": 1.130, "total_charge": 0, "homo_lumo_gap_ev": 9.658, "smiles": "CO[C@@H]1C[C@@H]1N", "symbols": ["C", "O", "C", "C", "C", "N", "H", "H", "H", "H", "H", "H", "H", "H", "H"], "xyz": [[-2.12973, -0.31865, -0.17731], [-0.85379, -0.74228, 0.25641], [-0.03858, 0.35839, 0.62709], [0.56513, 1.14055, -0.47724], [1.38964, 0.11381, 0.35749], [1.70115, -1.10304, -0.28885], [-2.64026, 0.06460, 0.67948], [-2.66608, -1.21267, -0.58359], [-2.00847, 0.44465, -0.99279], [-0.40816, 0.92385, 1.51434], [0.41373, 0.75785, -1.44202], [0.63779, 2.20962, -0.38686], [2.09406, 0.61374, 1.03596], [2.77832, -1.30497, -0.31044], [1.16527, -1.94545, 0.18833]], "forces_ev_per_a": [[0.4482, -0.5952, -1.3107], [0.3454, 0.3816, 0.3190], [-1.4784, -0.5093, 0.2549], [0.5616, -0.2500, 0.7309], [0.2093, 2.0721, 0.4045], [1.6101, -3.2759, 0.8301], [-0.8050, 0.5492, 0.3831], [0.4419, 0.7725, 0.3776], [-0.3583, -0.5097, 0.7210], [0.4694, -0.6081, -0.5184], [-0.3904, -0.3333, -1.2149], [0.3362, 0.1526, 0.1599], [-0.1378, -0.6373, -0.0755], [-2.9584, 0.4856, 0.2288], [1.7062, 2.3052, -1.2903]], "lowdin_charge": [-0.097, -0.178, -0.331, -0.054, -0.345, 0.006, 0.072, 0.101, 0.100, 0.159, 0.089, 0.094, 0.133, 0.121, 0.130]}

No. 5
{"formula": "C6H8O2", "method": "ωB97M-V/def2-TZVPD", "lumo_ev": 0.944, "total_charge": 0, "homo_lumo_gap_ev": 9.636, "symbols": ["C", "C", "C", "C", "C", "C", "H", "H", "H", "H", "H", "H", "H", "H", "O", "O"], "xyz": [[2.45644, 0.10281, -0.17960], [0.21416, 0.03161, 0.22796], [-0.97174, -1.77255, -0.26325], [-1.94149, -0.90045, -0.36622], [-1.19844, 0.55891, -0.02361], [-1.61927, 1.77926, 0.00554], [3.03014, 0.39298, -1.08091], [2.76319, -0.94606, 0.36473], [2.64585, 1.20784, 0.75206], [0.60798, 0.26320, 1.27841], [-1.02839, -2.81296, -0.29983], [-2.87709, -0.95804, -0.50982], [-0.80529, 2.19421, 0.67077], [-2.59833, 2.11316, -0.27989], [1.09801, 0.26281, -0.71275], [0.22428, -1.51674, 0.41644]], "forces_ev_per_a": [[0.4716, 2.3220, 1.7440], [-0.0516, -1.2694, 4.7927], [0.9158, -1.7886, 2.4118], [8.0962, 5.1089, 1.2136], [-0.9908, -7.2240, -1.6722], [1.8710, 0.8722, 1.9420], [0.2785, -0.6088, 0.9171], [-1.1885, 2.7297, -1.5915], [-0.5153, -3.6227, -2.6968], [-0.5420, 0.5137, -1.2482], [-0.6572, -1.6640, -0.6769], [-6.5909, -0.8054, -1.6006], [-1.3962, 1.6488, -1.2178], [-0.0236, 0.3705, 0.2939], [2.7465, 0.4570, -0.3582], [-2.4236, 2.9600, -2.2529]], "lowdin_charge": [-0.062, -0.402, -0.157, 0.062, -0.178, 0.052, 0.066, 0.135, 0.187, 0.161, 0.103, 0.020, 0.102, 0.068, -0.112, -0.046]}

No. 6
{"formula": "C18H21FN2O4S", "method": "ωB97M-V/def2-TZVPD", "lumo_ev": 0.297, "total_charge": 0, "homo_lumo_gap_ev": 8.211, "symbols": ["C", "H", "H", "H", "O", "C", "C", "C", "C", "C", "C", "H", "H", "O", "C", "H", "H", "H", "S", "O", "O", "N", "C", "H", "C", "N", "C", "C", "C", "C", "C", "C", "H", "H", "F", "H", "H", "C", "H", "C", "H", "H", "H", "H", "H", "H", "H"], "xyz": [[1.38493, -1.02250, -5.32197], [1.09020, -1.98798, -4.62939], [1.15173, -1.38950, -6.22938], [2.44225, -0.90106, -5.27493], [0.51566, -0.13893, -5.16456], [0.71891, 0.61837, -3.89966], [1.52946, 0.25349, -2.93541], [1.68228, 0.58993, -1.58763], [0.92358, 1.73740, -1.33542], [-0.03695, 2.28704, -2.31711], [0.14661, 1.72305, -3.44144], [-0.52169, 1.98177, -4.34010], [-0.71734, 3.05055, -2.23308], [0.89016, 2.44072, 0.02116], [1.71124, 3.41714, 0.03208], [1.46540, 4.11536, 0.97669], [2.59333, 3.27000, -0.04058], [1.46902, 4.35169, -0.78154], [2.80815, -0.06417, -0.22346], [3.57896, 1.19067, 0.27316], [3.54864, -1.09563, -1.10584], [2.04041, -0.56240, 0.82790], [1.05302, -1.67018, 0.43672], [1.16085, -2.47126, 0.93676], [-0.29886, -1.47060, 0.59520], [-0.77565, -1.05147, 1.98459], [-2.15895, -1.05118, 2.28056], [-2.16864, -1.20925, 3.91001], [-3.54366, -1.07846, 4.20322], [-4.68068, -1.04295, 3.40189], [-4.33365, -1.02463, 2.11426], [-3.10041, -1.05960, 1.48960], [-2.97546, -0.80064, 0.53631], [-5.33383, -0.91987, 1.26480], [-5.90943, -1.12802, 3.81137], [-3.62460, -1.27335, 5.50366], [-1.42990, -1.45736, 4.46872], [0.37148, -0.43191, 2.78589], [0.11146, -0.03184, 3.58202], [1.59405, 0.19526, 1.94817], [2.16482, 0.46407, 2.57463], [1.10339, 1.26916, 1.54100], [0.89051, -1.54980, 3.07014], [-0.67074, -0.28703, -0.20932], [-1.01847, -2.04998, 0.07953], [1.06135, -1.98481, -0.62426], [2.09708, -0.74931, -2.95497]], "forces_ev_per_a": [[2.7787, -8.4150, 2.0390], [1.1986, 1.6593, -1.0415], [-0.1453, -1.6893, -3.5587], [0.8832, 0.9515, 0.4371], [-4.1745, 9.6427, 4.6605], [1.4461, -2.4153, -1.2021], [5.1997, -8.2097, 2.4609], [-1.7038, 4.2042, 1.0288], [-2.0561, 1.8989, 2.5401], [4.2723, -0.8457, 5.9764], [-6.0597, 0.7758, -10.1906], [0.1472, 0.9175, 1.3589], [-1.0907, 1.7838, 0.8972], [-3.5312, -6.1916, -3.3856], [-8.8442, 11.5720, 1.4374], [0.8302, -1.7748, -1.4510], [11.2697, -2.2757, -0.7552], [0.4015, -2.4074, 1.2703], [11.8149, 7.0272, -13.9033], [-2.5328, -4.5944, -1.3006], [-2.3230, 2.6354, 3.7800], [-8.4116, -6.9340, 8.3901], [2.1911, 2.9011, -4.5550], [2.5664, -5.8615, 3.9103], [-7.0431, 8.9027, 1.1061], [1.8334, -0.0201, -3.0606], [12.3333, -0.7761, 10.7016], [-10.6275, 2.8422, -9.5660], [3.0337, -1.9413, 8.0454], [3.1295, -0.0781, -1.0322], [-6.6450, 0.4291, -5.1670], [-6.1569, 0.0452, -0.9011], [0.2057, 0.5105, -3.8663], [2.9162, -0.4328, 2.7635], [-1.3551, 0.1804, 0.8930], [-0.6264, 0.7664, -3.8504], [4.6211, -1.2850, 3.5231], [4.0798, -10.0637, -8.9907], [-2.3319, 4.3379, 7.0346], [-12.7657, 1.6167, -6.7613], [8.7850, 2.9654, 8.0809], [1.5192, -2.8742, 0.8198], [-0.8374, 2.9700, 0.3623], [1.1705, -2.8155, 1.6913], [-0.1829, -1.4616, -0.0440], [1.2987, 0.5484, 0.3454], [-0.4809, 1.2786, -0.9706]], "lowdin_charge": [-0.262, 0.152, 0.060, 0.101, -0.022, -0.181, -0.045, -0.141, -0.096, 0.026, -0.106, 0.168, 0.109, -0.156, -0.235, 0.145, -0.046, 0.151, 0.741, -0.302, -0.333, -0.235, -0.159, 0.075, -0.138, -0.084, -0.219, 0.080, -0.037, -0.388, -0.023, -0.100, 0.083, 0.202, 0.110, 0.182, 0.021, -0.016, 0.017, -0.091, 0.009, 0.189, 0.181, 0.214, 0.107, 0.158, 0.135]}

For each record above, in turn, the calculated E values are -9335.97491 -4340.04280 -41522.64876 -7829.38344 -10440.79980 -43708.82632 eV.